{
  "formula": "C33H25Cl5N4O4Y",
  "method": "the ωB97M-V functional and the def2-TZVPD basis",
  "symbols": ["Y", "C", "C", "C", "C", "C", "C", "C", "N", "N", "C", "C", "C", "C", "C", "C", "N", "C", "C", "C", "C", "C", "C", "N", "H", "H", "H", "H", "H", "H", "H", "H", "H", "H", "H", "H", "H", "H", "H", "H", "H", "H", "H", "H", "Cl", "C", "C", "C", "Cl", "C", "Cl", "C", "Cl", "C", "Cl", "O", "C", "O", "C", "C", "C", "C", "O", "C", "O", "C", "C", "H", "H", "H", "H", "H"],
  "xyz": [[0.76052, 0.07439, 0.13310], [0.76462, 3.74139, 0.06540], [-0.02928, 3.68539, -1.23740], [-1.21638, 2.75859, -1.17140], [-2.17508, 2.83669, -2.17650], [-3.32238, 2.07419, -2.07750], [-3.50508, 1.31709, -0.92920], [-2.50128, 1.30059, 0.02240], [-1.34738, 1.96109, -0.10740], [1.76662, 2.66809, 0.20220], [2.88862, 2.95919, -0.69560], [3.65362, 1.75979, -1.18900], [4.68552, 1.98099, -2.09870], [5.42472, 0.91059, -2.56370], [5.11852, -0.35041, -2.07360], [4.07622, -0.48031, -1.17560], [3.32472, 0.54529, -0.75210], [2.27062, 2.68389, 1.58600], [1.21872, 2.31449, 2.59510], [1.02862, 3.08849, 3.73280], [0.13582, 2.65789, 4.69900], [-0.55458, 1.47819, 4.47800], [-0.33418, 0.78569, 3.29700], [0.53502, 1.18989, 2.36990], [1.26022, 4.71909, 0.15190], [0.05282, 3.64679, 0.88910], [-0.41548, 4.68969, -1.43980], [0.58652, 3.40059, -2.09530], [-2.01258, 3.48659, -3.02330], [-4.06238, 2.08989, -2.86290], [-4.39678, 0.72899, -0.79180], [-2.61948, 0.74479, 0.94470], [2.51882, 3.48779, -1.57720], [3.60272, 3.63719, -0.19950], [4.88892, 2.98309, -2.44060], [6.21472, 1.05669, -3.28470], [5.66722, -1.22231, -2.39230], [3.83512, -1.45251, -0.77060], [3.08602, 1.95529, 1.66880], [2.67252, 3.67879, 1.83010], [1.57822, 4.00699, 3.85660], [-0.00978, 3.22999, 5.60310], [-1.25468, 1.10559, 5.20740], [-0.85588, -0.13861, 3.08800], [2.00722, -1.63251, 2.49740], [2.09412, -2.62381, 1.08320], [1.66572, -1.98401, -0.07500], [1.69282, -2.75231, -1.23840], [1.26772, -1.90271, -2.67520], [2.08012, -4.09031, -1.25460], [2.02882, -5.01821, -2.69630], [2.54132, -4.67041, -0.06790], [3.07542, -6.29731, -0.05930], [2.57842, -3.92611, 1.11570], [3.24432, -4.59841, 2.54580], [-0.95968, -1.16611, 0.89090], [-1.44388, -1.27471, -0.27580], [-0.91508, -0.62991, -1.22750], [-2.64698, -2.09071, -0.49950], [-3.26618, -2.08701, -1.74550], [-4.43518, -2.80111, -1.97210], [-4.94788, -3.51611, -0.91430], [-6.06858, -4.27831, -0.86560], [-6.20428, -4.69051, 0.48230], [-5.05968, -4.27851, 1.20350], [-4.32268, -3.52241, 0.34230], [-3.17098, -2.82141, 0.57890], [-2.81948, -1.50631, -2.53650], [-4.93408, -2.78941, -2.92420], [-6.30348, -5.78171, 0.53550], [-7.10258, -4.22431, 0.91980], [-2.67898, -2.82101, 1.53740]],
  "mulliken_charge": [0.10, -1.11, -1.17, 0.87, -0.99, -0.62, -0.69, -0.62, 0.11, 1.26, -1.52, 0.54, -1.06, -0.44, -0.98, -0.38, 0.32, -1.08, 0.29, -0.99, -0.55, -0.98, -0.40, 0.75, 0.50, 0.54, 0.56, 0.39, 0.51, 0.43, 0.53, 0.59, 0.57, 0.42, 0.47, 0.44, 0.47, 0.74, 0.43, 0.54, 0.51, 0.44, 0.47, 0.59, -0.24, 0.59, -0.58, 0.73, -0.16, -0.27, -0.17, 0.66, -0.17, -0.28, -0.18, -0.62, 1.64, -0.97, 0.03, -0.43, -1.27, 1.07, -0.47, -0.26, -0.49, 0.74, -0.85, 0.64, 0.46, 0.25, 0.25, 0.58],
  "fmax_ha_per_bohr": 0.0438,
  "homo_ev": -10.303,
  "gap_ev": 7.89,
  "energy_ha": -4131.78445,
  "total_charge": 1
}


{
  "formula": "C27H51N2OP3SW",
  "method": "the ωB97M-V functional and the def2-TZVPD basis",
  "symbols": ["W", "P", "P", "P", "H", "C", "C", "H", "C", "C", "C", "C", "C", "C", "C", "C", "C", "H", "H", "H", "H", "H", "H", "H", "H", "H", "H", "H", "H", "H", "H", "H", "H", "H", "H", "H", "H", "H", "H", "H", "H", "H", "H", "H", "H", "H", "C", "C", "C", "C", "C", "C", "S", "H", "H", "H", "H", "H", "H", "C", "C", "N", "C", "C", "C", "O", "C", "C", "C", "C", "N", "C", "H", "H", "H", "H", "H", "H", "H", "H", "H", "H", "H", "H", "H", "H"],
  "xyz": [[0.34178, -0.55924, -0.47058], [-0.32708, 1.46754, 0.92448], [-2.10894, -0.95760, -0.58969], [2.44208, 0.56895, -0.69712], [1.96358, -2.00725, -5.23250], [2.60581, -1.83634, -4.36369], [2.54541, -2.72492, -3.34305], [1.95446, -3.63462, -3.49249], [-0.84232, 2.99917, 0.03557], [-1.71093, 1.28098, 2.12907], [0.81596, 2.27301, 2.13504], [-2.73610, -2.20845, -1.77350], [-3.00900, -1.57441, 0.89662], [-3.00152, 0.52191, -1.23484], [3.63288, -0.13513, -1.86501], [3.56129, 0.63798, 0.75307], [2.35592, 2.31072, -1.26184], [3.39009, -1.08102, -4.47435], [3.22190, -2.68904, -2.48687], [-1.09207, 3.76546, 0.78598], [-1.71863, 2.82091, -0.59557], [-0.02465, 3.37433, -0.58955], [-1.87560, 2.24659, 2.63444], [-1.43714, 0.53827, 2.89103], [-2.64960, 0.97679, 1.65370], [0.27027, 3.11771, 2.58387], [1.71641, 2.67119, 1.65456], [1.09200, 1.59590, 2.95894], [-3.54370, -2.77318, -1.28299], [-1.95979, -2.91790, -2.08027], [-3.12997, -1.70760, -2.67037], [-4.03587, -1.17300, 0.90794], [-2.50038, -1.33781, 1.84047], [-3.06099, -2.67006, 0.81062], [-3.91453, 0.17485, -1.74584], [-2.37185, 1.03735, -1.97398], [-3.27592, 1.22982, -0.44047], [4.52404, 0.51102, -1.93181], [3.17762, -0.23576, -2.85088], [3.93008, -1.13128, -1.51409], [4.45919, 1.20419, 0.46157], [3.85330, -0.38472, 1.02634], [3.09367, 1.11127, 1.62127], [3.36474, 2.60479, -1.59257], [2.03396, 2.97778, -0.45143], [1.65961, 2.39528, -2.10780], [-0.39870, -1.16945, -4.16692], [-0.26225, 0.12259, -4.67523], [-0.81680, 0.43632, -5.91429], [-1.58564, -0.52298, -6.58619], [-1.63126, -1.84416, -6.12320], [-1.06938, -2.17462, -4.88453], [0.38103, -1.55202, -2.55261], [-0.17368, 0.21276, -1.86791], [0.25907, 0.86371, -4.07589], [-0.65407, 1.42959, -6.34224], [-2.15010, -0.23560, -7.47678], [-2.11771, -2.61583, -6.72225], [-1.16022, -3.17876, -4.45861], [3.41068, -0.24715, 6.76698], [1.94754, -0.50080, 7.06618], [1.29604, -1.43036, 6.11150], [0.17084, -2.21025, 6.67846], [-1.20947, -1.74687, 6.26749], [1.27100, -0.96680, 4.80500], [1.65689, 0.18536, 4.55031], [0.85612, -1.83682, 3.64429], [0.38416, -3.15353, 3.69569], [-0.03796, -3.73947, 2.50248], [0.05264, -3.06804, 1.28503], [0.52721, -1.79315, 1.24502], [1.05809, -1.25208, 2.38832], [3.92298, -1.17788, 6.50870], [3.87386, 0.17300, 7.66323], [3.51534, 0.46747, 5.94938], [1.82323, -0.96525, 8.04977], [1.39521, 0.45109, 7.03048], [0.31182, -3.27278, 6.44636], [0.27466, -2.11900, 7.76371], [-1.45172, -2.03855, 5.24433], [-1.95232, -2.19815, 6.92823], [-1.28497, -0.66159, 6.37081], [0.38958, -3.70449, 4.63393], [-0.46607, -4.73828, 2.49825], [-0.24258, -3.51123, 0.32635], [1.65506, -0.34447, 2.26626]],
  "lowdin_spin": [1.29, 0.00, 0.03, 0.06, 0.01, 0.24, 0.14, 0.00, 0.01, 0.00, 0.00, 0.02, 0.01, 0.00, 0.01, 0.03, 0.01, 0.01, 0.00, 0.00, 0.00, 0.00, 0.00, 0.00, 0.00, 0.00, 0.00, 0.00, 0.00, 0.00, 0.00, 0.00, 0.00, 0.00, 0.00, 0.00, 0.00, 0.00, 0.00, 0.00, 0.00, 0.00, 0.00, 0.00, 0.00, 0.00, -0.01, -0.01, 0.00, -0.02, 0.00, -0.01, 0.05, 0.04, 0.00, 0.00, 0.00, 0.00, 0.00, 0.00, 0.00, 0.00, 0.00, 0.00, 0.00, 0.00, 0.00, 0.01, 0.00, 0.02, 0.05, 0.02, 0.00, 0.00, 0.00, 0.00, 0.00, 0.00, 0.00, 0.00, 0.00, 0.00, 0.00, 0.00, 0.00, 0.00],
  "fmax_ha_per_bohr": 0.0727,
  "homo_ev": [-18.176, -18.175],
  "gap_ev": [3.41, 2.74],
  "energy_ha": -2731.86473,
  "multiplicity": 3,
  "total_charge": 4
}